199
Properties=species:S:1:pos:R:3:forces:R:3:lowdin_charge:R:1 method="wB97M-V/def2-TZVPD" gap_ev=8.15 smiles=CC1(C)CCCC(C)(C)N1O.CC1(C)CCCC(C)(C)N1O.CC1(C)CCCC(C)(C)N1O.COC[C@H](C)N.COC[C@H](C)N.COC[C@H](C)N.COC[C@H](C)N.COC[C@H](C)N.COCCNCCOC homo_ev=-7.9 mol_weight_da=1050.65
H -1.5635 -3.5287 -7.2541 0.0 0.0 0.4 0.068
C 6.8988 4.4843 4.1895 -0.4 -0.6 1.5 -0.139
H -1.7432 3.2152 4.9837 -0.7 0.3 -0.1 0.062
O 8.3318 -3.4446 2.5556 1.1 -1.2 -0.9 -0.199
H -1.0453 8.9973 -0.8750 0.0 0.5 -0.4 0.073
H 3.9993 4.2678 1.0006 -0.7 0.3 0.0 0.073
C -0.2532 -4.8926 -8.9764 -1.5 -0.5 0.4 -0.176
H -9.0724 -4.8791 3.5593 0.4 -0.3 -0.5 0.121
O 0.2787 -0.9719 -2.4998 -1.8 -1.4 0.6 -0.212
O 0.4095 -5.2821 -7.7919 -0.6 0.8 0.7 -0.198
H -10.5060 -7.7005 6.9249 0.5 0.6 0.3 0.117
C 3.0027 6.1186 3.1722 1.3 0.5 -0.2 -0.038
H -3.2720 4.7994 4.4397 -0.3 -0.3 0.2 0.070
O 3.9071 -1.3715 -8.7138 -1.2 0.4 -0.7 -0.201
C -8.2909 -5.2797 4.2049 0.8 -0.9 1.8 -0.200
N -2.6089 7.2402 -2.9213 1.0 3.1 -2.0 -0.147
H 2.5125 -0.0399 -5.5396 0.7 -0.6 0.0 0.064
H -1.4496 -7.9640 3.2973 0.0 -0.3 0.1 0.081
H -4.3644 1.4886 1.8454 -0.1 -0.1 -0.1 0.101
H -1.7420 -0.5854 -1.8392 0.1 -0.4 0.3 0.076
C -9.8476 -7.1493 4.8642 0.1 0.9 0.6 -0.154
C -10.8700 -7.6792 5.8977 -0.3 0.0 0.5 -0.229
H -1.9472 9.3514 -4.5185 -0.7 -0.5 -0.1 0.122
H 5.4671 -1.1815 -9.9715 0.3 0.3 -0.3 0.091
H -1.3359 -0.2258 -3.4832 -0.2 -0.4 -0.2 0.080
H 9.3167 -1.2144 -0.5302 0.0 0.0 0.0 0.079
C 5.4045 -0.3250 -5.4723 -0.6 -0.9 -1.0 -0.059
H 5.5233 -1.8874 -7.6727 0.7 0.3 0.2 0.117
H 1.6123 -9.1011 1.6251 0.3 0.4 -0.5 0.134
H 3.8442 -0.5281 -10.4155 0.6 0.2 -0.6 0.094
H -2.9450 6.3384 -1.3549 -0.3 -0.1 0.8 0.064
H -5.2712 -5.2040 1.5764 0.7 -0.5 -0.4 0.089
H 7.2252 6.3188 1.3033 -0.7 0.5 0.6 0.068
H 5.5730 4.8579 1.0851 0.1 0.5 0.1 0.053
H 6.7635 4.6362 5.2603 -0.4 0.2 0.2 0.109
H -0.6897 -7.0778 2.0210 0.4 0.6 0.4 0.076
C 5.8462 3.4407 3.7152 2.2 0.2 -1.2 -0.204
H 0.3570 -7.8027 -2.0400 -0.3 0.5 0.3 0.088
C -3.7143 1.6873 5.8262 0.4 -0.5 0.0 -0.155
N -0.7117 -10.2235 2.5422 0.2 -3.0 1.9 0.031
C 4.5518 5.1460 1.3348 -0.2 -0.2 1.5 -0.023
N -2.2243 -3.6428 -8.0094 0.4 0.7 0.2 0.019
O -12.0915 -6.9784 5.8562 -0.4 1.4 -0.3 -0.193
H 0.6656 6.7595 -3.9525 -0.2 -0.1 -0.3 0.117
H 0.0136 -3.8633 -9.2161 0.5 0.0 -0.6 0.123
C -2.5513 -4.6553 -10.1263 0.5 -0.1 0.0 -0.079
H 0.1604 5.3263 -2.2315 -0.5 -0.7 0.2 0.095
H -2.9354 1.4554 6.5526 0.2 -0.4 -0.1 0.112
H -2.5061 -5.5493 -10.7483 -0.5 -0.3 0.4 0.075
C -0.5170 -9.1304 1.7201 0.2 1.3 0.2 -0.507
N 1.0979 -3.5367 0.2492 0.0 -0.3 0.1 0.030
H 2.2292 -5.6907 -6.9212 -0.3 0.0 0.1 0.084
H -3.5370 -4.3296 -9.7939 -0.3 -0.3 -0.8 0.080
H 6.8520 7.1466 5.3736 0.0 -0.1 -0.1 0.076
C 1.6682 -5.9043 -7.8310 -0.1 -0.6 -0.6 -0.115
H -3.9682 -0.3891 3.5181 -0.7 0.2 0.9 0.064
H 10.1565 -2.7721 -0.5441 0.4 0.1 0.1 0.081
O 5.4889 7.5594 2.6127 0.0 -0.8 -0.6 -0.026
C 0.4780 -2.3620 -0.3560 1.4 0.5 -0.9 -0.425
C -1.3840 6.4987 -3.2046 1.8 0.0 -0.6 -0.505
H 7.8289 -2.3981 4.1551 0.1 1.1 0.2 0.087
C 7.4147 -2.6026 3.1678 0.3 0.0 1.4 -0.137
H 2.9090 7.0046 2.5443 0.3 0.0 -0.3 0.062
C -0.2082 8.7631 -3.6041 1.3 -1.9 0.3 -0.189
H -3.9142 10.4161 -2.7791 0.6 0.2 0.2 0.081
H -14.1167 -7.1056 6.4402 0.5 0.4 0.0 0.089
H 1.4818 -6.9740 -7.9256 0.3 -0.3 0.2 0.083
H 4.2580 6.0822 0.8600 0.1 -0.3 -0.4 0.073
H 2.0376 -3.3159 0.5464 0.0 -0.1 -0.1 0.063
H -5.8900 -6.9127 1.3750 0.1 -0.2 0.9 0.086
H -7.7785 -4.4451 4.6835 -0.2 0.4 -0.2 0.111
C -1.1937 -0.9697 -2.6993 2.1 0.4 -0.1 -0.060
H -2.1326 -3.9178 -10.8111 0.2 0.6 0.4 0.074
H 8.5248 6.6669 4.9930 0.0 -0.5 -0.1 0.074
H -6.2532 -5.9943 4.1402 0.3 -0.4 -0.1 0.123
H -0.8703 4.8089 -4.5006 0.4 0.1 0.4 0.088
H 4.8189 0.5948 -7.3380 0.0 0.0 0.0 0.108
H -1.5211 10.3893 -3.3021 0.0 0.2 0.5 0.121
H 4.1556 3.9675 4.6892 -0.5 0.8 0.1 0.112
H -2.8416 -0.5940 4.9612 -0.2 0.0 -0.2 0.067
C 7.5549 6.9281 4.5696 -0.4 -0.7 -1.5 -0.025
H -6.4547 2.9622 5.3633 0.2 -0.9 -0.3 0.111
C 4.4403 -0.1963 -6.6907 0.0 -0.6 1.6 -0.390
H -10.4168 -6.7875 4.0079 -0.1 0.0 0.0 0.116
H 7.7411 7.8214 3.9735 -0.1 0.2 0.2 0.064
C -2.1197 8.8839 -1.0194 -0.8 -0.2 -0.8 0.004
H -7.4762 -7.1122 3.3362 0.4 -0.4 0.2 0.113
H -13.4887 -8.4283 5.4497 -0.2 0.0 -0.5 0.082
C 1.1594 -1.2066 0.3456 -1.1 1.4 0.5 -0.086
O -3.4527 6.5827 -2.1321 -1.8 -1.9 1.2 -0.004
H 2.1163 5.5304 2.9344 0.3 -0.4 0.3 0.078
C 0.7762 -9.2620 0.9447 -2.1 0.3 -1.5 -0.192
H 9.3072 -1.1109 1.9271 -1.1 0.1 -0.7 0.113
C 9.7193 -3.0383 2.4708 -0.6 -0.2 -1.9 -0.162
H 7.9078 4.8934 1.7666 0.1 -0.5 0.5 0.070
C -6.2057 3.5326 2.7864 2.0 -0.4 0.3 -0.009
C -3.9109 9.3307 -2.8796 -1.3 0.5 0.6 -0.050
O -7.0663 -5.4068 2.3193 -0.3 0.1 -1.5 -0.200
H 10.3020 -3.8555 2.0455 -0.4 -0.6 0.3 0.120
C -4.9418 3.4782 3.7579 -0.2 -1.0 2.3 -0.442
H -0.3539 -9.9606 3.4493 -0.2 -0.4 0.4 0.069
H 4.0259 -2.3903 -7.0233 -0.4 0.3 0.5 0.128
N 11.2308 -1.2987 1.4389 -0.6 -0.5 0.0 0.029
C 4.5070 -1.5347 -7.4973 0.6 0.5 1.1 -0.244
N -8.9598 -5.9730 5.2971 -1.9 -1.9 -0.1 -0.067
C 4.4495 3.9693 3.6396 0.7 1.3 0.4 -0.134
H -2.1605 5.7169 -5.0996 -0.3 0.4 0.3 0.089
C -3.0738 -0.0540 4.0433 0.4 2.4 -0.9 0.000
C -4.4493 2.9154 6.3236 0.4 0.3 -1.0 -0.194
H -9.3197 -8.0422 4.5292 0.6 0.1 -0.1 0.096
C -1.5842 9.3177 -3.4912 0.1 1.5 -0.2 -0.176
C -0.7463 5.8641 -1.9544 -0.6 1.0 0.6 -0.021
C -0.2120 -8.2214 -1.2099 0.2 -1.5 1.5 -0.080
H 8.5054 -2.7363 -0.1258 -0.2 0.2 0.3 0.077
H 0.5758 -0.2866 0.3111 -0.2 0.0 -0.3 0.074
C -4.1181 4.7815 3.7527 0.4 -0.2 -1.5 -0.041
H 2.9777 6.5614 4.1679 -0.2 -0.6 0.3 0.075
H -2.4015 4.6515 -3.7147 -0.2 0.0 0.1 0.085
H 2.1084 -0.9117 -0.1022 0.2 -0.5 0.2 0.084
H -0.5827 -9.1795 -1.5741 0.2 -0.5 0.1 0.080
H -0.6886 7.3049 -5.0637 0.4 -0.3 -0.2 0.108
H -1.5721 5.3795 -1.4336 0.6 -1.6 -0.3 0.072
H -4.7110 5.6802 3.9221 -0.2 -0.1 0.0 0.081
H -0.0767 -5.6184 -9.7703 0.3 0.1 -0.3 0.120
H 0.3988 8.7793 -2.6989 -0.3 0.2 0.5 0.100
H 5.8499 2.4850 4.2392 0.2 0.3 0.7 0.110
H -1.0661 1.7248 4.8624 0.7 -0.3 -0.7 0.075
H -4.2376 9.2008 -3.9114 0.4 -0.6 0.0 0.088
H -3.7975 3.7188 6.6667 0.2 0.3 -0.5 0.101
H -4.9266 2.6288 7.2607 -0.5 -0.1 -0.2 0.109
H 0.4071 9.3376 -4.2966 -0.2 0.0 -0.3 0.109
H -2.0611 -2.8511 -8.6149 -0.1 0.6 0.1 0.066
H -3.6761 4.8680 2.7601 0.1 0.2 -0.2 0.078
H 1.2100 -1.3899 1.4189 0.5 -0.2 0.0 0.078
H -0.5975 -2.3666 -0.1788 -0.1 0.0 0.0 0.129
C -3.1111 1.5984 4.3470 -1.4 0.1 1.8 -0.403
C 0.7575 -2.2050 -1.8975 0.2 0.8 0.6 -0.200
C -1.8238 -4.7914 -8.7887 0.8 -0.4 -0.3 -0.440
H 0.4437 -3.1446 -2.3524 -0.5 0.2 -0.7 0.107
C -1.7508 2.3631 4.3039 -0.3 -0.8 1.2 -0.028
H -4.5309 0.9777 5.9595 0.4 -0.9 -0.5 0.113
H -4.7653 9.0621 -2.2583 0.1 -0.5 0.2 0.081
H -2.3305 8.0203 -0.3886 -0.5 0.0 0.0 0.064
H -0.4696 6.5162 -1.1260 0.5 0.9 -0.4 0.074
H 1.8212 -2.0987 -2.1104 0.2 -0.4 0.5 0.116
H 10.1818 -2.8170 3.4327 -0.3 0.5 0.1 0.119
H -1.4479 -1.9907 -2.9840 -0.6 0.2 -0.1 0.083
H 11.4813 -1.0684 0.4879 0.2 -0.2 -0.2 0.050
C -0.5523 -7.9359 2.6790 -0.7 0.9 -1.8 -0.049
C -7.1393 -6.0907 3.5127 -2.5 1.0 0.4 -0.224
C 4.6135 -0.5873 -9.6456 -1.0 -0.8 -0.9 -0.099
H -8.3609 -6.2705 6.0540 0.2 0.1 -0.1 0.096
H -2.3922 -0.3347 3.2404 0.9 0.4 0.4 0.055
H 6.5097 -3.1308 3.4679 -0.1 -0.5 -0.7 0.085
H 0.3290 -7.8453 3.3139 0.1 0.0 -0.2 0.086
C -13.2334 -7.7073 6.2262 0.6 -1.2 0.0 -0.121
H 4.8979 0.4364 -9.4022 0.0 -0.1 0.6 0.083
C 6.9148 5.8549 3.5360 -0.1 1.5 -0.6 -0.457
H 1.1113 -4.4229 -0.2350 -0.3 0.1 -0.3 0.065
C -2.5874 8.6819 -2.5089 2.0 -0.8 -1.2 -0.452
H 2.5287 0.1243 -7.2080 -0.5 0.0 0.2 0.057
H 7.1271 -1.7270 2.5858 0.2 0.2 0.1 0.084
H 11.0738 -0.3931 1.8576 0.5 0.1 0.2 0.058
H 6.2574 3.1061 2.7628 -0.5 0.1 -0.7 0.100
H -11.1144 -8.7371 5.8011 0.3 -0.4 -1.0 0.107
H -0.0655 -10.9379 2.2385 -0.2 -0.8 0.1 0.069
C 9.8475 -1.9105 1.4202 0.9 1.4 1.7 -0.425
H 6.4205 -0.4277 -5.8534 0.1 0.5 0.0 0.070
C 7.6959 5.8785 2.1823 0.6 -0.3 -0.7 -0.041
H 5.4655 8.2474 3.2818 -0.1 -0.1 0.3 0.099
H -12.9938 -8.3618 7.0642 -0.2 0.2 0.6 0.080
C -0.2970 7.2620 -4.0473 -1.4 2.2 1.0 -0.106
C -6.1298 -5.8495 1.3915 1.0 0.4 -0.6 -0.120
H -1.3405 -9.0977 1.0067 -0.1 0.4 -0.2 0.130
H 5.2292 -1.3296 -5.0873 -0.2 0.1 0.7 0.066
O 0.7040 -8.3361 -0.1061 1.9 2.2 -1.0 -0.218
H -5.6307 4.4075 5.4891 -0.3 0.2 0.1 0.098
C -5.4485 3.3625 5.2386 -0.4 1.8 0.6 -0.141
H 3.8654 3.1584 3.2044 -0.5 0.7 -0.6 0.115
H 7.9212 4.1063 4.1904 0.0 -0.3 -0.5 0.119
H -6.4217 -5.7200 0.3493 -0.6 0.6 0.1 0.083
H -2.7151 9.7251 -0.6644 0.5 0.1 0.5 0.080
C -1.7278 5.3864 -4.1553 -0.7 -1.7 -0.5 -0.064
N 5.5226 6.3241 3.3137 -1.0 -0.7 2.0 -0.126
H -6.8850 2.6880 2.9018 -0.1 0.2 0.7 0.079
H -6.6761 4.5096 2.8980 -0.2 -0.2 0.0 0.082
H -5.8615 3.3988 1.7609 0.2 0.5 -0.1 0.065
H 5.3315 0.4311 -4.6906 -0.1 0.0 -0.2 0.073
H -2.2999 -5.6135 -8.2543 0.7 -0.7 -0.2 0.134
H 0.8621 -10.2167 0.4258 0.0 -0.8 0.6 0.124
H 8.6536 6.3988 2.1983 0.1 -0.1 0.5 0.073
N -4.1303 2.2450 3.5394 -1.6 -0.5 0.0 -0.160
H -1.3968 2.7430 3.3455 0.0 -0.7 -0.1 0.080
N 3.0532 0.2245 -6.3507 0.9 0.4 -1.1 0.042
C 9.4264 -2.1652 -0.0086 -0.4 -0.5 0.0 -0.059
C 4.3885 5.4063 2.9206 -0.1 -0.9 -1.9 -0.390
H -1.1138 -7.7197 -0.8588 0.1 0.7 -0.4 0.079
O -3.7596 2.1299 2.2255 0.7 0.2 -2.0 -0.029
H 2.3172 -5.6531 -8.6699 -0.2 0.5 -0.3 0.083